1.
16
Properties=species:S:1:pos:R:3:mulliken_charge:R:1 method="wB97M-V/def2-TZVPD" mol_weight_g_mol=137.09 homo_ha="-0.3949 / -0.2106" de_lowest_kcal_mol=186.61 multiplicity=1 e_lumo_ev="-0.38 / -2.47" total_charge=0 energy_ha=-549.207838
C 2.9072 1.0724 -1.6935 -0.63
O 1.5604 0.8108 -2.1856 -0.29
C 0.5912 1.0758 -1.3850 -0.13
O -0.5257 0.4401 -1.5049 -0.37
C -1.2514 -0.0694 -0.1840 -0.15
O -0.4018 -0.7713 0.6381 -0.46
O -4.1028 -1.4576 3.9297 -0.31
N -3.0582 -2.0916 3.8066 0.62
O -2.8619 -3.2743 4.0683 -0.31
H 3.5318 1.0744 -2.5867 0.21
H 2.9482 2.0361 -1.1711 0.33
H 3.1909 0.2593 -1.0136 0.27
H 0.3860 -1.0540 0.1388 0.32
H 0.7437 1.7946 -0.5650 0.37
H -1.6047 0.8344 0.3265 0.30
H -2.0528 -0.6796 -0.6187 0.22


2.
37
Properties=species:S:1:pos:R:3:mulliken_charge:R:1 method="wB97M-V/def2-TZVPD" mol_weight_g_mol=208.33 homo_ha=-0.4187 de_lowest_kcal_mol=73.45 multiplicity=1 e_lumo_ev=-4.39 total_charge=+1 energy_ha=-634.336532
C -1.1895 -3.2475 -3.0558 -1.02
C -0.9530 -2.6448 -1.9261 -0.19
C -1.5282 -1.5044 -1.3251 -0.73
C -1.3337 -1.1628 0.0101 0.08
C -0.3672 -1.8154 0.9066 -0.82
C -0.0179 -0.8757 2.0812 -1.01
C 1.0300 0.1210 1.6481 -0.50
C 0.6174 1.6142 1.8030 -0.31
C 1.8633 2.4822 1.9219 -1.63
N -0.2079 2.0856 0.7781 0.60
C -1.4483 2.3219 1.1872 -0.30
C 0.0427 2.2029 -0.7602 -0.87
N 0.7094 1.0804 -1.2014 -0.18
C 0.4287 0.3894 -2.2082 -0.20
N 1.2640 -0.6860 -2.4467 -0.35
H -0.6533 -4.1864 -3.3526 0.25
H -1.8678 -2.8946 -3.7933 0.31
H -0.2507 -3.0873 -1.3454 0.35
H -2.2500 -1.0365 -1.9318 0.51
H -1.8943 -0.2474 0.2582 0.49
H 0.5384 -2.2704 0.4761 0.45
H -0.8440 -2.7563 1.3006 0.45
H -0.9591 -0.3052 2.2596 0.29
H 0.2627 -1.5278 3.0031 0.40
H 1.9365 -0.0657 2.3118 0.48
H 1.4658 0.1349 0.6416 0.34
H 0.0908 1.6024 2.7616 0.59
H 2.5223 2.0207 1.1502 0.40
H 2.2079 2.4415 2.9322 0.39
H 1.7935 3.5165 1.6193 0.36
H -2.1858 2.7047 0.4863 0.32
H -1.6774 2.1658 2.2650 0.28
H -0.9381 2.3450 -1.2374 0.44
H 0.6516 3.1122 -0.7135 0.35
H -0.3581 0.5271 -2.9221 0.48
H 1.2131 -1.2903 -3.2053 0.26
H 1.7535 -1.0294 -1.6609 0.22


3.
19
Properties=species:S:1:pos:R:3:mulliken_charge:R:1 method="wB97M-V/def2-TZVPD" mol_weight_g_mol=115.16 homo_ha=-0.4716 de_lowest_kcal_mol=32.17 multiplicity=1 e_lumo_ev=-3.44 total_charge=+1 energy_ha=-381.612700
N -1.0533 0.2211 -3.0124 -0.28
C -0.5095 -0.8806 -2.5348 0.19
N -0.3276 -1.1838 -1.2862 -0.02
C -0.5472 -0.2482 -0.1719 -0.71
C 0.6437 -0.1670 0.7934 -0.46
C 0.1788 0.4905 2.1076 -0.63
C 1.3513 1.0971 2.8404 -0.11
O 2.3285 0.4357 3.0509 -0.43
H -1.3464 0.9791 -2.4211 0.20
H -1.1031 0.2639 -4.0166 0.26
H -0.3316 -1.6315 -3.2799 0.35
H 0.0334 -2.1139 -1.1259 0.27
H -0.7041 0.7703 -0.5148 0.28
H -1.4037 -0.6540 0.3604 0.27
H 1.3769 0.4914 0.3302 0.33
H 1.0892 -1.1228 1.0640 0.39
H -0.3692 -0.0782 2.8634 0.34
H -0.6258 1.1729 1.8075 0.42
H 1.3198 2.1579 3.1455 0.35